ORCA calculation (wB97M-V/def2-TZVPD) on C2H2AgO3 as an isolated structure in a non-equilibrium geometry.

Positions of all 8 atoms, in Å:
H -1.1102 -1.3665 0.0509
O 0.5847 -1.2528 1.1791
O 0.6507 0.1604 1.4520
C -0.1308 -0.8800 -0.0434
C 0.4839 0.4045 0.1634
Ag -0.4721 2.6298 0.5156
O -0.3773 0.0978 -1.3571
H 0.3711 0.2069 -1.9604

Force components x, y, z for each atom (eV/Å):
0.07 0.24 -0.66
0.76 -2.04 -0.04
1.82 0.45 -0.16
-1.07 0.22 2.43
-2.03 1.12 2.79
0.03 0.49 -0.09
-0.16 -0.81 -2.96
0.59 0.34 -1.31

The total charge is +2. The calculation puts the relative energy (zero: lowest compared OMol25 entry of this formula, charge and spin) at 409.5 kJ/mol. For the HOMO-LUMO gap (spin up / spin down), the calculation gives 0.2987 / 0.2876 Eh. The molar mass is 181.90 g mol⁻¹. As for the spin multiplicity: 2.